Record 1
Molecular formula: FNO3S
Method: DFT, ωB97M-V/def2-TZVPD

Geometry (Å):
F  -1.98  0.66  -0.70
O  0.37  0.77  0.61
O  2.35  0.20  -0.22
S  -1.11  -0.09  0.49
N  1.26  -0.19  -0.01
O  -0.90  -1.36  -0.17

Values from the calculation:
2S+1: 3
Largest force on an atom (eV Å⁻¹): 2.47
DFT total energy (eV): -21179.0516
Gap between HOMO and LUMO (spin up / spin down) (eV): 9.26 / 8.96

These are the Löwdin partial charges, in e, on atoms 1 to 2: number 1, F, carries -0.31; number 2, O, carries -0.28

=====

Record 2
Molecular formula: C29H71BIN13O28
Method: DFT, ωB97M-V/def2-TZVPD

Geometry (Å):
H  -4.57  -4.37  2.77
C  1.64  -4.28  3.27
H  -7.36  -2.04  7.31
H  5.36  -2.40  3.28
H  -5.77  -1.50  -2.71
O  2.79  3.05  -0.06
H  -0.98  -0.53  0.33
H  -1.50  7.33  -5.39
N  -12.09  -5.52  0.44
H  11.53  5.90  -0.20
H  -13.86  -6.61  0.58
C  -2.95  -5.04  1.44
H  -3.58  -1.83  4.94
H  -6.28  -0.38  -1.38
H  -10.90  -3.23  0.34
H  8.60  3.10  0.32
N  13.00  7.06  -5.06
C  10.70  5.87  -0.91
C  -5.49  -1.14  -1.68
N  1.76  2.70  -0.59
N  -9.07  -2.30  -0.01
H  1.87  -6.08  1.97
O  1.53  2.74  -1.78
H  -2.77  -2.05  -1.08
N  10.68  4.51  -1.50
C  -3.98  -2.30  3.98
H  2.12  -4.85  4.17
I  -0.86  -7.07  3.57
N  7.38  4.19  1.62
O  -12.44  -4.49  0.99
H  -0.65  -2.06  -0.72
H  8.41  2.38  1.94
C  -5.49  -2.38  -0.69
O  -1.65  -0.40  -1.68
H  -6.51  -1.29  0.99
O  -5.67  -1.15  5.86
H  -1.16  -3.67  1.07
H  -1.74  1.67  -3.97
C  9.27  -1.29  1.70
N  -1.34  3.70  -3.62
B  -0.37  -5.55  2.09
C  0.69  2.19  0.30
O  0.20  1.02  3.05
H  -1.23  -5.17  0.07
C  0.59  -3.07  3.64
O  -8.85  -1.12  -0.25
H  -6.41  -2.99  -0.96
O  3.35  5.87  -10.75
H  -2.13  -3.48  4.29
H  13.04  5.30  -3.91
O  -11.21  -5.62  -0.40
H  -3.44  -1.97  1.15
C  -2.81  -3.21  3.41
H  -4.17  0.23  -2.78
H  1.08  7.07  -10.38
H  9.44  3.83  1.73
H  0.51  -2.74  4.70
H  -4.86  -2.92  4.32
O  -1.01  6.94  -8.51
N  6.62  -3.52  2.06
H  0.30  6.08  -11.65
C  -4.33  -1.38  1.49
C  -0.94  6.89  -6.20
C  0.23  1.05  5.36
H  -3.35  -5.34  3.69
H  0.90  5.30  -10.15
H  1.27  1.37  5.39
O  13.17  7.56  -6.15
C  -2.82  -1.24  -1.86
C  -6.48  -1.84  7.92
N  -0.33  1.47  4.05
H  0.43  2.99  1.00
H  9.83  -1.91  1.00
H  -2.16  -2.67  2.66
O  11.68  4.15  -2.10
O  -8.34  -3.04  0.62
C  -1.08  2.26  -3.34
H  0.07  -2.55  2.78
H  -4.23  -0.36  0.99
C  1.06  6.10  -10.87
C  -4.12  -0.34  -1.79
O  -1.17  4.08  -4.76
H  14.26  5.40  -5.21
H  1.40  -4.50  1.03
H  12.54  5.10  -5.62
O  6.65  -3.57  0.84
H  5.12  -4.18  3.35
H  0.10  7.23  -6.18
H  -4.62  -3.08  -0.83
C  8.55  3.30  1.38
H  -1.01  5.81  -6.18
H  -1.28  2.07  -2.29
C  -12.81  -6.76  0.81
O  9.67  3.84  -1.35
H  -0.34  1.52  6.16
H  0.30  -0.54  -0.94
C  -10.34  -2.88  -0.51
H  -0.17  1.92  -0.30
O  7.39  5.27  1.06
H  -6.10  -2.76  8.36
H  -10.89  -2.11  -1.05
N  -1.53  7.35  -7.49
H  9.75  6.04  -0.40
H  -2.74  -1.69  -2.90
H  0.16  -0.03  5.42
O  -1.28  2.22  4.07
H  1.08  1.32  0.83
O  12.67  7.66  -4.06
O  2.42  5.72  -12.70
O  -1.72  4.39  -2.70
H  -5.53  -0.91  3.27
O  -2.49  8.09  -7.44
H  8.41  -0.83  1.21
N  -5.42  -1.29  7.04
H  -3.93  -0.11  3.27
C  -5.65  -2.02  0.85
N  2.39  5.88  -11.50
C  5.30  -3.32  2.71
H  -3.55  -4.46  0.66
H  10.85  6.58  -1.72
C  -0.74  -0.93  -0.71
H  -3.19  -6.14  1.35
H  -12.40  -7.59  0.24
C  13.23  5.60  -4.94
O  -4.36  -1.00  7.57
O  9.69  0.60  2.96
H  -12.66  -6.91  1.88
C  -1.41  -4.78  1.13
H  -6.70  -1.10  8.68
O  7.59  -3.62  2.79
H  -4.00  0.47  -1.00
O  6.50  3.78  2.35
C  1.20  -5.17  1.92
O  11.29  -0.15  1.72
H  8.98  -1.86  2.57
O  2.02  -2.87  3.02
H  -10.08  -3.70  -1.17
H  -0.04  2.07  -3.58
N  10.16  -0.19  2.16
C  -3.45  -4.57  2.88
H  -5.93  -2.94  1.46
C  -4.43  -1.10  3.04
H  4.54  -3.25  1.94

Values from the calculation:
Largest force on an atom (eV Å⁻¹): 4.49
DFT total energy (eV): -116662.1812
Gap between HOMO and LUMO (eV): 9.19

These are the Löwdin partial charges, in e, on atoms 1 to 2: number 1, H, carries 0.10; number 2, C, carries -0.22

=====

Record 3
Molecular formula: C70H61BIO11
Method: DFT, ωB97M-V/def2-TZVPD

Geometry (Å):
H  -2.20  -3.12  -1.11
O  -3.73  -2.89  -3.06
H  -4.64  2.61  -4.28
C  3.88  -4.91  7.75
C  2.23  1.71  6.87
O  6.95  -6.85  5.66
H  -0.53  7.90  -0.27
H  -1.59  1.74  -0.46
H  -0.42  0.16  1.00
C  -1.73  0.67  -0.61
H  -6.00  1.77  -6.17
H  2.97  0.41  -1.15
H  4.78  5.63  1.14
H  -8.72  -1.37  -6.62
H  3.43  8.47  0.19
H  3.89  4.97  -3.31
C  -10.30  -2.83  -10.17
C  0.73  -2.89  5.80
O  3.99  2.15  -1.50
C  -10.34  -5.04  -8.98
C  -1.07  -0.22  0.22
H  2.71  2.95  5.19
C  4.78  -2.81  7.00
H  0.01  5.80  0.59
C  -2.06  -2.06  -0.96
O  -10.60  -6.22  -8.99
C  3.84  -3.52  7.73
C  -4.22  -0.72  -3.82
C  0.52  -3.59  3.50
H  -0.06  -5.62  3.19
C  8.80  -2.74  4.09
H  0.52  6.95  1.82
H  3.08  10.01  -0.58
H  9.02  -6.59  4.33
C  1.32  8.98  0.14
H  0.58  -3.35  2.45
C  -4.09  0.66  -3.61
C  4.87  -5.59  7.07
C  1.78  0.47  7.29
H  3.28  2.21  0.88
C  -1.24  -1.59  0.05
C  -2.55  0.21  -1.62
C  -9.55  -5.15  -6.63
C  -5.61  -0.30  -5.73
C  4.77  3.96  2.33
C  6.90  -5.63  5.63
H  -0.18  -6.14  5.61
H  0.70  2.42  2.28
H  -5.06  -2.26  -5.04
H  2.47  2.47  7.60
H  -11.59  -4.50  -13.40
C  8.97  -5.51  4.25
H  4.22  3.10  2.71
H  -6.19  -0.67  -6.57
H  -9.78  -6.20  -6.64
O  -9.56  -0.97  -8.92
B  2.63  5.38  1.82
H  -10.34  -1.00  -11.28
C  4.08  4.81  1.29
H  3.14  -5.46  8.32
H  -11.20  -5.86  -11.36
H  4.75  -1.73  6.96
C  2.81  1.49  -1.08
C  1.59  -0.23  5.00
C  -9.01  -4.56  -5.50
H  4.92  -6.67  7.08
C  -3.57  -1.70  -2.90
C  -8.95  -2.43  -6.62
C  1.01  -1.85  6.83
C  2.41  1.87  0.34
C  0.09  -5.15  5.28
H  1.67  0.25  8.35
C  0.54  7.70  -0.20
C  5.77  -3.49  6.30
H  3.06  2.64  -3.30
O  2.04  6.09  0.69
H  2.15  3.78  3.35
C  9.83  -3.42  3.46
C  -10.53  -2.06  -11.31
C  2.04  1.02  4.58
H  3.97  4.19  0.40
H  2.74  8.51  -1.43
H  0.32  -4.38  7.27
H  -0.73  -2.28  0.70
C  7.85  -3.45  4.81
H  1.36  9.09  1.22
C  -2.71  -1.17  -1.81
C  1.23  -1.25  3.97
C  0.37  -4.17  6.22
H  10.57  -2.86  2.89
C  0.81  -2.60  4.44
C  2.73  8.99  -0.45
H  0.84  7.31  -1.17
H  -11.17  -2.07  -13.35
H  1.58  3.77  -0.32
O  6.68  -1.50  5.42
H  2.01  0.99  0.84
H  3.07  -2.99  8.27
H  -0.20  3.73  1.61
H  8.72  -1.67  4.02
C  3.90  2.94  -2.67
C  -10.55  -4.20  -10.19
C  -3.26  1.19  -2.49
H  1.97  1.71  -1.75
H  -8.82  -5.16  -4.62
C  -9.50  -3.01  -7.75
C  2.36  1.98  5.51
H  7.31  3.60  2.64
H  2.14  1.22  3.52
C  0.81  3.34  1.71
C  1.46  -0.51  6.36
C  -11.02  -4.80  -11.36
H  2.97  4.73  -1.83
C  1.63  4.34  2.57
C  -9.77  -2.16  -8.95
H  0.47  2.45  -0.17
C  5.83  -4.88  6.34
C  1.31  2.94  0.33
H  4.74  4.71  -1.81
C  3.86  4.43  -2.37
C  -4.74  1.55  -4.45
C  0.74  6.59  0.81
O  0.89  -2.09  8.01
C  7.92  -4.84  4.89
H  0.78  9.82  -0.29
C  6.39  3.65  2.07
C  -9.79  -4.38  -7.76
C  6.76  -2.70  5.50
H  6.15  2.56  2.29
C  -11.23  -4.03  -12.49
H  4.80  2.75  -3.25
H  0.90  4.93  3.12
O  5.61  4.49  3.19
I  3.12  7.00  3.47
H  10.73  -5.32  3.06
O  -3.16  2.38  -2.31
C  9.92  -4.80  3.55
O  1.30  -0.98  2.79
C  -4.98  -1.19  -4.88
C  -8.70  -3.20  -5.50
H  -8.27  -2.74  -4.62
C  0.16  -4.86  3.92
C  -5.50  1.07  -5.51
C  -11.00  -2.66  -12.46

Values from the calculation:
Largest force on an atom (eV Å⁻¹): 2.43
DFT total energy (eV): -104881.2796
Gap between HOMO and LUMO (eV): 4.65
Total charge: -1

These are the Löwdin partial charges, in e, on atoms 1 to 2: number 1, H, carries 0.12; number 2, O, carries 0.10

=====

Which of these has the highest DFT total energy? FNO3S

=====

What is the largest force on an atom in the second record? 4.49 eV Å⁻¹

=====

The lowest largest force on an atom belongs to which entry? C70H61BIO11

=====

Which of these has the lowest largest force on an atom? C70H61BIO11